ORCA calculation (ωB97M-V with the def2-TZVPD basis set) on C4H6N2O in the gas phase.

Properties
Max |F| = 0.0068 Eh/bohr
SMILES = Nc1[nH]ccc1O
Total charge = 0
HOMO-LUMO gap = 0.32013 hartree

CARTESIAN COORDINATES (ANGSTROEM)
N (-0.89923, 1.76768, 0.72556)
C (-0.41250, 0.55520, 0.18917)
N (-1.22401, -0.23107, -0.59639)
C (-0.55261, -1.34765, -0.99755)
C (0.71360, -1.30207, -0.45952)
C (0.79541, -0.09362, 0.28548)
O (1.84869, 0.39263, 1.02017)
H (-0.23530, 2.51789, 0.56295)
H (-1.01813, 1.69517, 1.73190)
H (-2.15587, 0.04366, -0.86035)
H (-1.02100, -2.09208, -1.62564)
H (1.48072, -2.05927, -0.56329)
H (2.66388, 0.15722, 0.56240)